Record 1
{"formula": "C4H38N2O14S", "method": "wB97M-V/def2-TZVPD", "species": ["C", "N", "C", "C", "S", "N", "C", "O", "H", "H", "H", "H", "H", "H", "H", "H", "H", "H", "H", "H", "H", "H", "O", "H", "H", "O", "H", "H", "O", "H", "H", "O", "H", "H", "O", "H", "H", "O", "H", "H", "O", "H", "H", "O", "H", "H", "O", "H", "H", "O", "H", "H", "O", "H", "H", "O", "H", "H", "O"], "coordinates": [[0.663, 0.026, 0.687], [0.286, 1.191, 1.480], [1.424, 0.340, -0.585], [2.280, -0.917, -1.010], [3.919, -0.646, -0.359], [0.437, 0.721, -1.629], [0.624, 1.996, -2.289], [-0.242, 1.952, -3.447], [1.199, -0.666, 1.337], [-0.219, -0.571, 0.410], [-0.123, 1.993, 1.006], [1.151, 1.620, 1.813], [2.048, 1.221, -0.469], [1.817, -1.831, -0.608], [2.265, -0.975, -2.105], [4.382, -1.896, -0.396], [-0.525, 0.544, -1.366], [1.662, 1.975, -2.608], [0.208, 2.912, -1.861], [0.195, 1.795, -4.283], [-1.844, 1.303, -3.511], [-2.632, 1.730, -4.592], [-2.771, 1.215, -3.792], [-1.339, -2.957, 0.206], [-0.418, -2.906, -1.129], [-0.467, -3.137, -0.193], [1.952, -2.061, 4.523], [1.372, -2.620, 3.172], [1.880, -1.868, 3.582], [-2.379, 1.110, 1.278], [-2.011, 2.279, 2.091], [-2.529, 1.459, 2.161], [-0.678, -1.221, -2.544], [0.662, -1.644, -3.144], [-0.287, -1.838, -3.157], [-3.321, -1.357, 0.194], [-3.882, -0.992, -1.226], [-3.737, -0.643, -0.345], [3.062, 0.596, 4.221], [2.462, -0.141, 2.973], [3.181, 0.451, 3.265], [1.665, -4.237, 1.493], [0.375, -3.461, 1.324], [1.018, -3.761, 2.023], [-2.879, 1.992, -1.858], [-3.494, 1.228, -0.767], [-2.818, 1.934, -0.890], [-2.699, -3.236, 2.043], [-2.178, -1.896, 2.054], [-2.601, -2.523, 1.395], [-1.585, 4.490, 0.423], [-1.579, 3.123, -0.155], [-1.107, 3.653, 0.514], [-2.218, -0.138, 3.144], [-0.659, -0.310, 3.042], [-1.490, -0.783, 3.164], [4.381, 1.370, -1.724], [3.923, 2.708, -1.079], [4.216, 2.308, -1.898]], "nbo_charge": [-0.2410, -0.8758, -0.0610, -0.5508, -0.0251, -0.6845, 0.0873, -0.7781, 0.2099, 0.1890, 0.3815, 0.3685, 0.1928, 0.2322, 0.1975, 0.1336, 0.3753, 0.1973, 0.1760, 0.4899, 0.4878, 0.4670, -0.9740, 0.5100, 0.5043, -1.0210, 0.4718, 0.5093, -1.0056, 0.4744, 0.4946, -0.9604, 0.4735, 0.4747, -0.9431, 0.5112, 0.4790, -0.9933, 0.4648, 0.4960, -0.9702, 0.4815, 0.5112, -0.9789, 0.4965, 0.5173, -1.0174, 0.4949, 0.5191, -1.0141, 0.4830, 0.5021, -0.9867, 0.5143, 0.5121, -0.9963, 0.4825, 0.4706, -0.9569], "e_lumo_ha": 0.0073, "e_tot_ev": -47245.977, "total_charge": 0, "e_above_lowest_kcal_mol": 0.00}

=====

Record 2
{"formula": "C4H11N3O2", "method": "wB97M-V/def2-TZVPD", "species": ["C", "N", "C", "N", "N", "H", "H", "H", "H", "H", "H", "H", "C", "C", "O", "O", "H", "H", "H", "H"], "coordinates": [[2.708, 0.951, -1.856], [1.552, 0.330, -1.139], [0.374, 0.873, -1.219], [-0.715, 0.173, -0.871], [0.150, 2.068, -2.062], [3.455, 0.829, -1.136], [2.688, 2.078, -2.239], [2.927, 0.130, -2.673], [-1.526, -0.039, -1.437], [-0.339, -0.498, -0.256], [-0.776, 1.764, -2.491], [0.176, 2.998, -1.779], [-2.076, -0.939, 2.659], [-1.020, -2.043, 2.409], [-1.079, -3.270, 2.588], [-0.072, -1.355, 1.761], [-2.932, -0.974, 1.966], [-1.745, 0.066, 2.693], [-2.508, -1.432, 3.539], [0.760, -1.712, 1.544]], "nbo_charge": [-0.4384, -0.5282, 0.5626, -0.8598, -0.8884, 0.1943, 0.1948, 0.2030, 0.4002, 0.4100, 0.3576, 0.3905, -0.7365, 0.8061, -0.5839, -0.7129, 0.2424, 0.2418, 0.2394, 0.5054], "e_lumo_ha": 0.0236, "e_tot_ev": -12889.783, "total_charge": 0, "e_above_lowest_kcal_mol": 70.26, "smiles": "CN=C(N)N.CC(=O)O"}

=====

Record 3
{"formula": "C7H16N2O", "method": "wB97M-V/def2-TZVPD", "species": ["H", "N", "C", "C", "N", "C", "C", "H", "H", "H", "H", "H", "H", "H", "H", "H", "C", "C", "C", "O", "H", "H", "H", "H", "H", "H"], "coordinates": [[1.594, 1.945, 0.682], [1.828, 1.395, -0.134], [0.927, 0.696, -0.700], [0.478, 0.960, -2.114], [0.605, -0.687, -0.185], [1.413, -1.047, 0.989], [0.709, -1.758, -1.193], [0.337, 2.033, -2.216], [1.186, 0.517, -2.816], [-0.477, 0.508, -2.366], [1.407, -0.209, 1.679], [1.012, -1.944, 1.460], [2.442, -1.272, 0.703], [-0.071, -1.636, -1.938], [1.686, -1.740, -1.680], [0.625, -2.732, -0.710], [-1.792, -0.658, 1.613], [-1.436, 0.000, 0.301], [-1.119, 1.795, 0.748], [-2.134, -0.136, -0.679], [-0.958, -0.558, 2.303], [-2.084, -1.691, 1.416], [-2.657, -0.180, 2.063], [-0.464, 1.815, 1.619], [-0.936, 2.590, 0.030], [-2.123, 1.994, 1.126]], "nbo_charge": [0.4048, -0.8619, 0.6541, -0.7367, -0.4761, -0.4146, -0.4167, 0.2434, 0.2454, 0.2492, 0.2184, 0.2016, 0.1978, 0.2242, 0.1894, 0.2105, -0.7251, 0.6609, -0.7398, -0.6338, 0.2165, 0.2293, 0.2434, 0.1869, 0.2182, 0.2107], "e_lumo_ha": 0.0269, "e_tot_ev": -12542.400, "total_charge": 0, "e_above_lowest_kcal_mol": 112.42, "smiles": "[H]/N=C(/C)N(C)C.CC(C)=O"}

=====

Record 4
{"formula": "C17H15Br4ClN2O7Pr", "method": "wB97M-V/def2-TZVPD", "species": ["Pr", "C", "C", "C", "O", "C", "O", "O", "H", "H", "H", "H", "H", "H", "H", "Br", "C", "C", "Br", "C", "Br", "C", "O", "C", "O", "C", "Br", "Cl", "C", "C", "C", "C", "O", "C", "C", "O", "C", "H", "H", "H", "H", "N", "N", "H", "H", "H", "H"], "coordinates": [[-0.102, -0.171, -0.221], [-2.744, 2.607, 2.297], [-2.143, 1.307, 1.797], [-2.211, 0.202, 2.848], [-0.764, 1.527, 1.399], [-2.905, 0.802, 0.512], [-3.995, 1.292, 0.262], [-2.302, -0.127, -0.133], [-2.285, 2.910, 3.243], [-3.815, 2.475, 2.434], [-2.600, 3.388, 1.551], [-1.558, 0.430, 3.695], [-1.914, -0.752, 2.414], [-3.234, 0.110, 3.213], [-0.273, 1.832, 2.166], [0.791, -4.101, 5.630], [1.063, -2.844, 4.242], [2.031, -1.863, 4.361], [3.120, -1.757, 5.904], [2.190, -0.935, 3.327], [3.480, 0.451, 3.427], [1.405, -0.938, 2.171], [1.528, -0.027, 1.241], [0.424, -1.987, 2.031], [-0.305, -2.052, 0.937], [0.283, -2.892, 3.081], [-1.052, -4.219, 2.848], [2.796, 2.700, -6.870], [2.408, 1.926, -5.356], [3.307, 0.981, -4.822], [3.025, 0.343, -3.650], [1.812, 0.588, -2.925], [1.537, -0.063, -1.876], [0.951, 1.607, -3.468], [-0.186, 2.058, -2.737], [-0.545, 1.661, -1.625], [1.264, 2.242, -4.690], [4.226, 0.772, -5.354], [3.709, -0.382, -3.228], [-0.766, 2.866, -3.215], [0.587, 2.989, -5.088], [-0.730, -3.167, -1.794], [-0.886, -1.778, -2.130], [-1.599, -3.661, -1.950], [-0.538, -3.209, -0.798], [-1.846, -1.466, -1.998], [-0.638, -1.673, -3.101]], "lowdin_spin": [2.0135, 0.0000, 0.0000, 0.0000, -0.0014, 0.0000, -0.0005, -0.0056, 0.0000, 0.0000, 0.0000, 0.0000, 0.0000, 0.0000, 0.0003, 0.0001, 0.0003, 0.0002, 0.0000, 0.0005, 0.0000, 0.0007, -0.0035, 0.0005, -0.0044, 0.0004, 0.0000, 0.0001, 0.0004, 0.0005, 0.0000, 0.0005, -0.0014, 0.0005, 0.0021, -0.0025, 0.0003, 0.0000, 0.0000, 0.0000, 0.0000, 0.0001, -0.0018, 0.0000, 0.0000, 0.0000, 0.0001], "multiplicity": 3, "e_lumo_ha": [0.0753, 0.0751], "e_tot_ev": -341953.089, "total_charge": -1, "s2": 2.0014, "e_above_lowest_kcal_mol": 10.76}

=====

Record 5
{"formula": "C4H11NO2", "method": "wB97M-V/def2-TZVPD", "species": ["C", "C", "C", "N", "C", "O", "H", "H", "H", "H", "H", "H", "H", "H", "H", "O", "H", "H"], "coordinates": [[-1.914, 1.170, 0.731], [-0.714, 1.016, -0.216], [0.220, -0.159, 0.055], [1.140, 0.186, 1.159], [2.268, -0.540, 1.317], [2.471, -1.587, 0.744], [-1.703, 1.815, 1.586], [-2.778, 1.547, 0.177], [-2.252, 0.191, 1.070], [-1.091, 0.828, -1.212], [-0.129, 1.931, -0.194], [-0.287, -1.099, 0.275], [0.832, -0.341, -0.815], [0.968, 1.054, 1.633], [2.992, -0.063, 2.002], [-0.131, -1.674, -2.543], [0.726, -1.809, -2.961], [-0.619, -2.465, -2.808]], "nbo_charge": [-0.6151, -0.4151, -0.2115, -0.6197, 0.5265, -0.6187, 0.2009, 0.2135, 0.2067, 0.2219, 0.1946, 0.2027, 0.2141, 0.3916, 0.1039, -0.9400, 0.4727, 0.4711], "e_lumo_ha": 0.0276, "e_tot_ev": -9911.561, "total_charge": 0, "e_above_lowest_kcal_mol": 15.69, "smiles": "CCCNC=O.O"}

=====

Record 6
{"formula": "C9H16N3O2S", "method": "wB97M-V/def2-TZVPD", "species": ["C", "C", "C", "N", "N", "S", "O", "O", "C", "C", "C", "C", "C", "N", "C", "H", "H", "H", "H", "H", "H", "H", "H", "H", "H", "H", "H", "H", "H", "H", "H"], "coordinates": [[-2.653, -0.190, -0.925], [-1.245, -0.708, -0.652], [-0.861, -0.462, 0.803], [0.450, -1.030, 1.114], [0.484, -1.908, 2.190], [1.815, -0.146, 0.793], [2.843, -0.594, 1.659], [2.089, -0.483, -0.721], [2.276, -1.880, -1.008], [1.556, 1.619, 0.813], [1.119, 2.313, -0.305], [0.837, 3.662, -0.152], [0.978, 4.228, 1.112], [1.408, 3.551, 2.164], [1.704, 2.278, 2.032], [-2.727, 0.871, -0.699], [-2.912, -0.340, -1.969], [-3.378, -0.722, -0.314], [-0.530, -0.215, -1.311], [-1.211, -1.779, -0.852], [-0.874, 0.609, 1.032], [-1.570, -0.963, 1.465], [0.717, -1.480, 3.084], [1.120, -2.680, 2.016], [2.571, -1.928, -2.057], [3.071, -2.281, -0.377], [1.341, -2.417, -0.847], [1.015, 1.815, -1.256], [0.506, 4.258, -0.987], [0.736, 5.264, 1.298], [2.072, 1.763, 2.909]], "nbo_charge": [-0.6080, -0.4044, -0.2399, -0.5122, -0.6074, 2.2476, -0.8559, -0.6762, -0.2821, -0.3942, -0.1253, -0.2357, 0.1001, -0.3740, 0.0835, 0.2071, 0.2312, 0.2177, 0.1916, 0.2140, 0.2005, 0.2525, 0.3712, 0.3789, 0.2408, 0.2176, 0.2098, 0.2494, 0.2508, 0.2248, 0.2266], "e_lumo_ha": -0.1405, "e_tot_ev": -28983.754, "total_charge": 1, "e_above_lowest_kcal_mol": 16.20, "smiles": "CCC[N+](N)=[S@@](=O)(OC)c1cccnc1"}